The following is a quantum chemistry calculation of a structure of composition C40H30FeN2 at a distorted geometry, from the OMol25 dataset.

Structure (XYZ):
```
73
Properties=species:S:1:pos:R:3
Fe -0.9390 -0.3663 0.2370
C -0.6719 -1.1625 4.6414
C -0.8576 -1.3506 3.2610
N -1.1261 -0.3602 2.4404
C -1.2245 0.8930 2.9452
C -1.0549 1.1804 4.2934
C -0.7672 0.1014 5.1508
C -1.1799 2.5439 4.7522
C -1.4748 3.5343 3.8916
C -1.6687 3.2593 2.4863
C -2.0022 4.2485 1.5410
C -2.1957 3.8985 0.2314
C -2.0325 2.5580 -0.1478
N -1.6998 1.6206 0.7192
C -1.5307 1.9631 2.0193
H -0.4528 -2.0121 5.2718
H -0.7794 -2.3408 2.8256
H -0.6228 0.2838 6.2090
H -1.0364 2.7527 5.8046
H -1.5758 4.5544 4.2394
H -2.1076 5.2780 1.8614
H -2.4582 4.6328 -0.5166
H -2.1701 2.2301 -1.1719
C 5.4514 -0.5931 2.3801
C 4.9653 -1.5277 1.4722
C 3.7133 -1.3689 0.9002
C 2.9289 -0.2649 1.2292
C 3.4152 0.6543 2.1554
C 4.6709 0.4997 2.7264
C 1.5757 -0.0394 0.6549
C 0.9652 -0.6485 -0.3777
C 1.5343 -1.4414 -1.4851
C 2.6020 -0.9109 -2.2091
C 3.0941 -1.5633 -3.3281
C 2.5306 -2.7665 -3.7361
C 1.4718 -3.3054 -3.0212
C 0.9688 -2.6370 -1.9113
H 6.4334 -0.7200 2.8164
H 5.5663 -2.3884 1.2089
H 3.3447 -2.1070 0.2003
H 2.8021 1.5085 2.4263
H 5.0383 1.2288 3.4364
H 1.0436 0.7781 1.1594
H 3.0371 0.0297 -1.8921
H 3.9176 -1.1319 -3.8823
H 2.9116 -3.2763 -4.6112
H 1.0261 -4.2416 -3.3315
H 0.1259 -3.0614 -1.3784
C 1.3712 1.9213 -4.9050
C 0.5042 1.1056 -5.6183
C -0.4967 0.4098 -4.9549
C -0.6450 0.5087 -3.5741
C 0.2274 1.3354 -2.8721
C 1.2271 2.0368 -3.5275
C -1.7079 -0.2847 -2.9185
C -1.9050 -0.4190 -1.6184
C -2.9003 -1.1621 -0.8675
C -2.4569 -2.1591 0.0325
C -3.3405 -2.8619 0.8576
C -4.6817 -2.5626 0.8239
C -5.1391 -1.5525 -0.0314
C -4.2760 -0.8620 -0.8520
H 2.1543 2.4639 -5.4185
H 0.6056 1.0101 -6.6914
H -1.1719 -0.2282 -5.5140
H 0.1396 1.4159 -1.7944
H 1.8985 2.6731 -2.9645
H -2.3393 -0.8456 -3.6127
H -1.3868 -2.4271 0.0580
H -2.9704 -3.6467 1.5051
H -5.3786 -3.1076 1.4459
H -6.1957 -1.3172 -0.0583
H -4.6420 -0.0899 -1.5170
```

Computed properties:
Net charge   +1
2S+1   6
Highest occupied orbital energy (alpha / beta)   -9.51 / -10.22 eV
Calculated total energy   -79327.176 eV